Molecular formula: C29H23AsBKN2O2
Method: DFT, ωB97M-V/def2-TZVPD

```
59
C29H23AsBKN2O2, DFT ωB97M-V/def2-TZVPD
K 0.924 1.415 2.011
N 3.581 -1.172 0.592
C 4.192 0.067 0.491
C 5.519 0.177 0.057
C 6.080 1.429 -0.034
C 5.327 2.552 0.299
C 4.034 2.341 0.725
N 3.465 1.128 0.841
H 3.981 -1.913 0.040
H 2.577 -1.141 0.498
H 6.081 -0.709 -0.210
H 7.100 1.537 -0.383
H 5.727 3.554 0.231
H 3.402 3.188 0.975
C 1.947 -3.950 -2.598
C 1.784 -2.579 -2.754
C 1.102 -1.847 -1.792
C 0.562 -2.485 -0.676
C 0.726 -3.855 -0.520
C 1.420 -4.584 -1.483
As -0.336 -1.351 0.637
C -2.091 -1.208 -0.172
C -2.473 -0.318 -1.162
C -3.784 -0.357 -1.621
C -4.687 -1.266 -1.079
C -4.301 -2.135 -0.067
C -2.993 -2.103 0.401
C -2.439 -2.929 1.509
C -3.140 -3.869 2.255
C -2.499 -4.556 3.278
C -1.161 -4.310 3.572
C -0.454 -3.366 2.835
C -1.096 -2.690 1.809
H 2.483 -4.522 -3.345
H 2.194 -2.077 -3.621
H 0.997 -0.775 -1.922
H 0.310 -4.364 0.339
H 1.542 -5.653 -1.358
H -1.778 0.412 -1.558
H -4.104 0.336 -2.389
H -5.707 -1.286 -1.440
H -5.024 -2.822 0.356
H -4.184 -4.070 2.047
H -3.049 -5.287 3.858
H -0.673 -4.848 4.375
H 0.587 -3.174 3.064
O -1.234 3.406 -0.397
B -0.360 3.369 0.763
O -0.269 4.760 1.175
C -1.017 5.521 0.316
C -1.202 6.885 0.313
C -2.011 7.415 -0.699
C -2.599 6.591 -1.653
C -2.398 5.206 -1.630
C -1.597 4.706 -0.629
H -0.740 7.515 1.062
H -2.180 8.483 -0.740
H -3.219 7.027 -2.426
H -2.850 4.553 -2.366
```

Output
gap between HOMO and LUMO = 0.2292 Ha
LUMO energy = 0.023 eV
charge = 0
2S+1 = 1
electronic energy = -115362.6182 eV

Formally, the Mulliken partial charges of the atoms, in units of the elementary charge, are as follows: number 1, K, carries 1.043; number 2, N, carries -0.482; number 3, C, carries 0.569; number 4, C, carries -0.598; number 5, C, carries -0.290; number 6, C, carries -0.641; number 7, C, carries -0.283; number 8, N, carries -0.039; number 9, H, carries 0.281; number 10, H, carries 0.073; number 11, H, carries 0.295; number 12, H, carries 0.387; number 13, H, carries 0.389; number 14, H, carries 0.321; number 15, C, carries -0.508; number 16, C, carries -0.690; number 17, C, carries -0.087; number 18, C, carries 0.157; number 19, C, carries -0.110; number 20, C, carries -0.637; number 21, As, carries 0.087; number 22, C, carries 0.195; number 23, C, carries -0.374; number 24, C, carries -0.635; number 25, C, carries -0.687; number 26, C, carries -0.596; number 27, C, carries 0.298; number 28, C, carries 1.026; number 29, C, carries -0.535; number 30, C, carries -0.680; number 31, C, carries -0.578; number 32, C, carries -0.245; number 33, C, carries -0.436; number 34, H, carries 0.391; number 35, H, carries 0.408; number 36, H, carries 0.438; number 37, H, carries 0.331; number 38, H, carries 0.400; number 39, H, carries 0.340; number 40, H, carries 0.408; number 41, H, carries 0.391; number 42, H, carries 0.371; number 43, H, carries 0.371; number 44, H, carries 0.389; number 45, H, carries 0.405; number 46, H, carries 0.437; number 47, O, carries -0.213; number 48, B, carries -0.361; number 49, O, carries -0.874; number 50, C, carries 0.662; number 51, C, carries -0.865; number 52, C, carries -0.470; number 53, C, carries -0.488; number 54, C, carries -0.852; number 55, C, carries 0.838; number 56, H, carries 0.420; number 57, H, carries 0.363; number 58, H, carries 0.359; number 59, H, carries 0.412